Entry 1:
The following is a quantum chemistry calculation of a molecular structure, C9H18FO9Rb at a distorted geometry, from the Open Molecules 2025 dataset.

Summary:
Net charge: 0
Calculated total energy, Eh: -1154.40961
HOMO-LUMO gap, hartree: 0.253

Cartesian coordinates (Å):
Rb1 -1.504 0.600 -3.540
F1 -1.098 -0.509 -1.798
C1 2.273 3.778 -3.852
O1 1.685 3.170 -2.684
C2 0.495 2.720 -2.781
O2 -0.209 2.600 -3.775
O3 0.226 2.199 -1.590
C3 -1.070 1.843 -1.252
H1 3.358 3.875 -3.838
H2 1.800 4.749 -3.998
H3 2.030 3.262 -4.781
H4 -1.112 0.986 -0.580
H5 -1.609 1.483 -2.129
H6 -1.490 2.682 -0.698
C4 -2.774 -0.737 -0.207
O4 -2.545 -1.526 0.967
C5 -1.914 -0.939 1.987
O5 -1.525 0.258 2.018
O6 -1.892 -1.723 3.031
C6 -0.990 -1.477 4.121
H7 -3.575 -1.072 -0.866
H8 -1.830 -0.803 -0.748
H9 -2.992 0.308 0.018
H10 0.067 -1.506 3.858
H11 -0.974 -2.297 4.839
H12 -1.112 -0.478 4.541
C7 -0.559 -1.503 0.022
O7 0.801 -1.653 0.099
C8 1.449 -1.707 1.294
O8 1.072 -1.376 2.390
O9 2.677 -2.066 1.009
C9 3.666 -2.099 2.013
H13 -0.872 -0.729 -0.679
H14 -1.121 -1.310 0.936
H15 -0.913 -2.498 -0.247
H16 4.664 -1.967 1.594
H17 3.875 -3.087 2.423
H18 3.544 -1.454 2.883



Entry 2:
The following is a quantum chemistry calculation of 2 unconnected molecules or ions with the total composition C6H11O at a distorted geometry, from the Open Molecules 2025 dataset.

Summary:
Net charge: -1
Calculated total energy, Eh: -310.20841
HOMO-LUMO gap, hartree: 0.171

Cartesian coordinates (Å):
C1 2.522 -0.390 -0.717
O1 3.709 -0.798 -0.244
C2 1.595 0.178 0.396
C3 0.247 0.688 -0.109
C4 -0.772 -0.448 -0.433
C5 -2.064 -0.129 -0.746
C6 -3.000 0.182 0.373
H1 1.945 -1.210 -1.231
H2 2.651 0.453 -1.464
H3 1.385 -0.671 1.055
H4 2.178 0.900 0.965
H5 -0.236 1.348 0.609
H6 0.372 1.200 -1.079
H7 -0.701 -0.658 1.291
H8 -0.299 -1.378 -0.729
H9 -2.329 0.033 1.258
H10 -3.836 -0.516 0.424
H11 -3.367 1.214 0.382



Entry 3:
The following is a quantum chemistry calculation of FH3N2OS in the gas phase at a distorted geometry, from the Open Molecules 2025 dataset.

Summary:
Net charge: 0
Calculated total energy, Eh: -684.42039
HOMO-LUMO gap, hartree: 0.356

Cartesian coordinates (Å):
N1 -1.255 -0.619 -0.564
N2 -0.075 0.200 -0.345
F1 -0.526 1.420 0.529
O1 0.624 -0.476 0.603
S1 2.391 -0.578 0.363
H1 -1.746 -0.679 0.302
H2 -1.872 -0.009 -1.030
H3 2.458 0.742 0.142



Entry 4:
The following is a quantum chemistry calculation of 15 unconnected molecules or ions with the total composition C51H129N3O15 at a distorted geometry, from the Open Molecules 2025 dataset.

Summary:
Net charge: 0
Calculated total energy, Eh: -3313.15503
HOMO-LUMO gap, hartree: 0.294

Cartesian coordinates (Å):
C1 3.660 2.217 7.120
C2 3.007 0.945 7.694
C3 1.827 1.353 8.575
C4 0.653 1.823 7.693
C5 0.325 0.748 6.644
C6 1.478 0.132 5.848
N1 2.675 -0.063 6.695
O1 3.820 -0.494 5.955
C7 0.953 -1.296 5.498
C8 1.823 0.931 4.566
C9 4.007 0.246 8.646
H1 2.947 2.838 6.573
H2 4.416 2.074 6.338
H3 4.220 2.820 7.836
H4 1.475 0.497 9.150
H5 2.061 2.231 9.176
H6 0.892 2.770 7.212
H7 -0.140 1.949 8.433
H8 -0.261 1.281 5.893
H9 -0.292 -0.011 7.119
H10 0.624 -1.837 6.384
H11 0.227 -1.418 4.693
H12 1.799 -1.908 5.150
H13 1.867 1.997 4.798
H14 2.744 0.604 4.095
H15 0.975 0.865 3.882
H16 4.588 0.945 9.253
H17 4.761 -0.293 8.070
H18 3.511 -0.456 9.313
H19 3.379 -1.186 5.444
C10 -1.241 -5.731 3.492
C11 -1.593 -5.550 2.024
C12 -0.500 -4.704 1.375
C13 -0.487 -4.678 -0.155
C14 -0.459 -6.098 -0.725
C15 -1.519 -7.022 -0.046
N2 -1.430 -6.886 1.396
O2 -2.326 -7.797 2.024
C16 -2.879 -6.771 -0.657
C17 -1.021 -8.457 -0.362
C18 -3.016 -4.932 1.943
H20 -1.282 -4.833 4.117
H21 -0.222 -6.114 3.629
H22 -1.814 -6.439 4.096
H23 -0.505 -3.667 1.728
H24 0.481 -5.073 1.687
H25 0.257 -4.072 -0.678
H26 -1.367 -4.163 -0.573
H27 0.483 -6.556 -0.416
H28 -0.646 -6.132 -1.796
H29 -3.048 -7.486 -1.467
H30 -3.698 -6.971 0.042
H31 -3.172 -5.787 -1.033
H32 -1.660 -9.213 0.098
H33 -1.002 -8.652 -1.436
H34 -0.031 -8.669 0.042
H35 -3.029 -3.986 2.479
H36 -3.766 -5.612 2.349
H37 -3.302 -4.874 0.893
H38 -1.781 -8.257 2.671
C19 2.383 0.498 0.472
C20 0.910 0.186 0.146
C21 0.090 1.066 1.120
C22 -1.327 1.241 0.638
C23 -1.391 1.747 -0.819
C24 -0.611 0.893 -1.816
N3 0.737 0.577 -1.255
O3 1.441 -0.274 -2.118
C25 -1.497 -0.296 -2.212
C26 -0.423 1.815 -3.016
C27 0.614 -1.287 0.474
H39 2.816 0.238 1.445
H40 2.682 1.556 0.499
H41 3.095 0.139 -0.276
H42 -0.116 0.492 2.032
H43 0.571 1.971 1.491
H44 -1.843 1.948 1.289
H45 -1.938 0.336 0.546
H46 -0.999 2.770 -0.789
H47 -2.454 1.817 -1.051
H48 -1.786 -0.875 -1.333
H49 -2.321 -0.008 -2.858
H50 -0.900 -1.052 -2.744
H51 -0.171 1.132 -3.837
H52 -1.348 2.319 -3.299
H53 0.369 2.549 -2.944
H54 -0.397 -1.593 0.205
H55 0.808 -1.443 1.538
H56 1.317 -2.014 0.055
H57 0.832 -0.949 -2.463
O4 4.283 -0.812 -3.271
H58 3.610 -0.212 -3.611
H59 4.199 -0.744 -2.315
O5 2.686 3.990 2.656
H60 3.283 3.456 2.119
H61 2.935 4.901 2.462
O6 3.693 2.184 -2.243
H62 2.781 1.967 -2.000
H63 3.607 2.799 -2.985
O7 2.082 3.453 -4.500
H64 1.244 3.570 -4.047
H65 1.936 3.840 -5.376
C28 -5.039 3.144 -1.713
C29 -5.839 3.933 -0.677
C30 -5.471 5.397 -0.478
O8 -7.212 3.901 -1.065
H66 -5.090 2.083 -1.461
H67 -4.001 3.480 -1.766
H68 -5.518 3.317 -2.677
H69 -5.705 3.454 0.305
H70 -6.291 6.039 -0.174
H71 -5.042 5.807 -1.399
H72 -4.652 5.474 0.242
H73 -7.510 2.985 -1.082
C31 6.580 -0.855 1.710
C32 7.618 -0.401 2.773
C33 7.651 -1.417 3.916
O9 8.896 -0.316 2.163
H74 6.696 -0.253 0.805
H75 5.604 -0.578 2.114
H76 6.773 -1.902 1.492
H77 7.304 0.598 3.108
H78 6.867 -1.365 4.669
H79 8.601 -1.332 4.445
H80 7.575 -2.398 3.444
H81 8.777 0.266 1.407
C34 1.467 5.926 -2.237
C35 1.226 7.218 -2.985
C36 2.466 8.114 -3.218
O10 0.671 6.917 -4.269
H82 1.681 6.300 -1.224
H83 2.379 5.394 -2.513
H84 0.594 5.280 -2.219
H85 0.539 7.791 -2.358
H86 2.982 8.230 -2.259
H87 2.268 9.142 -3.518
H88 3.132 7.678 -3.964
H89 1.382 6.702 -4.878
C37 0.025 2.341 -8.231
C38 -0.163 3.779 -7.740
C39 -1.181 3.890 -6.621
O11 1.055 4.224 -7.129
H90 0.691 2.343 -9.101
H91 -0.896 1.832 -8.515
H92 0.538 1.645 -7.563
H93 -0.456 4.439 -8.559
H94 -1.259 4.905 -6.235
H95 -0.830 3.288 -5.778
H96 -2.136 3.469 -6.936
H97 1.848 3.892 -7.564
C40 -5.200 0.415 1.713
C41 -4.872 -0.904 1.023
C42 -5.942 -1.999 1.336
O12 -4.766 -0.643 -0.385
H98 -4.668 0.528 2.656
H99 -6.236 0.667 1.949
H100 -4.830 1.247 1.108
H101 -3.893 -1.311 1.298
H102 -6.885 -1.708 0.879
H103 -6.058 -1.859 2.413
H104 -5.543 -2.977 1.085
H105 -4.892 -1.493 -0.822
C43 -2.718 -2.693 -6.584
C44 -2.321 -1.251 -6.339
C45 -0.813 -1.120 -6.217
O13 -2.853 -0.314 -7.277
H106 -3.121 -2.864 -7.586
H107 -3.536 -3.025 -5.940
H108 -1.916 -3.417 -6.437
H109 -2.791 -0.933 -5.406
H110 -0.328 -1.314 -7.176
H111 -0.507 -1.759 -5.387
H112 -0.470 -0.121 -5.934
H113 -2.524 -0.515 -8.161
C46 -2.936 1.987 3.913
C47 -1.946 3.157 3.954
C48 -2.535 4.452 3.393
O14 -1.332 3.259 5.225
H114 -3.265 1.696 4.912
H115 -2.464 1.084 3.522
H116 -3.743 2.306 3.259
H117 -1.140 2.847 3.270
H118 -1.999 5.359 3.701
H119 -3.546 4.604 3.776
H120 -2.421 4.560 2.313
H121 -0.561 3.823 5.104
C49 1.063 -4.812 -6.172
C50 2.273 -4.263 -5.414
C51 1.906 -3.603 -4.106
O15 3.050 -5.416 -5.037
H122 0.449 -4.053 -6.674
H123 0.353 -5.284 -5.491
H124 1.346 -5.460 -7.005
H125 2.819 -3.574 -6.065
H126 1.516 -4.367 -3.434
H127 1.212 -2.761 -4.172
H128 2.802 -3.132 -3.695
H129 3.257 -5.860 -5.867



Entry 5:
The following is a quantum chemistry calculation of C5H11NO2 in the gas phase, from the Open Molecules 2025 dataset.

Summary:
Net charge: 0
Calculated total energy, Eh: -402.19235
HOMO-LUMO gap, hartree: 0.310

Cartesian coordinates (Å):
C1 1.177 1.406 -0.799
C2 0.668 0.459 1.508
C3 0.611 0.249 0.008
C4 0.771 -1.063 -0.486
H1 1.677 0.735 1.828
H2 0.625 2.323 -0.582
H3 2.227 1.585 -0.548
H4 1.117 1.223 -1.875
H5 0.366 -0.437 2.050
H6 -0.016 1.261 1.793
H7 0.883 -1.915 0.172
H8 1.037 -1.233 -1.524
N1 -1.243 -1.355 -0.571
C5 -1.211 0.183 -0.467
O1 -1.560 -1.879 0.707
O2 -2.000 0.679 0.354
H9 -2.017 -1.113 1.127
H10 -1.986 -1.677 -1.200
H11 -1.126 0.569 -1.496



Entry 6:
The following is a quantum chemistry calculation of O2 in the gas phase at a distorted geometry, from the Open Molecules 2025 dataset.

Summary:
Net charge: 0
Calculated total energy, Eh: -150.28550
HOMO-LUMO gap, hartree: 0.288

Cartesian coordinates (Å):
O1 -0.465 -0.444 0.054
O2 0.465 0.444 -0.054



Entry 7:
The following is a quantum chemistry calculation of 8 unconnected molecules or ions with the total composition C63H140N8O3 at a distorted geometry, from the Open Molecules 2025 dataset.

Summary:
Net charge: +6
Calculated total energy, Eh: -3145.86012
HOMO-LUMO gap, hartree: 0.237

Cartesian coordinates (Å):
N1 -0.038 0.428 0.542
O1 -0.524 -0.553 1.047
O2 0.854 0.356 -0.274
O3 -0.517 1.523 0.880
C1 -9.536 2.267 -4.557
C2 -9.428 1.605 -5.915
C3 -7.940 1.263 -6.260
C4 -7.044 2.401 -6.254
N2 -5.641 1.988 -5.850
C5 -5.337 1.487 -4.438
C6 -3.901 1.977 -4.107
C7 -3.502 2.752 -5.327
C8 -4.741 3.123 -6.038
C9 -5.119 0.883 -6.796
H1 -9.009 3.220 -4.508
H2 -9.037 1.627 -3.829
H3 -10.551 2.555 -4.283
H4 -9.893 2.242 -6.668
H5 -9.987 0.684 -5.750
H6 -8.005 0.837 -7.261
H7 -7.541 0.556 -5.533
H8 -7.235 3.183 -5.520
H9 -6.981 2.804 -7.265
H10 -5.634 0.440 -4.372
H11 -6.005 2.086 -3.819
H12 -3.247 1.138 -3.869
H13 -4.012 2.640 -3.249
H14 -2.837 2.180 -5.974
H15 -2.999 3.671 -5.024
H16 -4.583 3.350 -7.092
H17 -5.264 3.924 -5.516
H18 -5.760 0.002 -6.842
H19 -4.074 0.581 -6.728
H20 -5.217 1.218 -7.828
C10 4.540 4.242 -4.754
C11 3.929 3.712 -6.059
C12 4.574 4.267 -7.389
C13 4.315 5.788 -7.569
N3 4.633 6.298 -9.017
C14 6.034 5.846 -9.532
C15 6.443 6.907 -10.489
C16 5.606 8.124 -10.266
C17 4.703 7.831 -9.115
C18 3.497 5.941 -10.009
H21 4.513 5.332 -4.736
H22 5.572 3.975 -4.529
H23 3.869 4.017 -3.925
H24 2.924 4.122 -6.160
H25 3.851 2.626 -6.004
H26 4.083 3.791 -8.238
H27 5.618 3.954 -7.388
H28 4.962 6.352 -6.896
H29 3.235 5.925 -7.516
H30 5.956 4.848 -9.964
H31 6.646 5.831 -8.630
H32 6.365 6.449 -11.474
H33 7.490 7.131 -10.283
H34 5.114 8.247 -11.231
H35 6.189 9.040 -10.173
H36 3.728 8.308 -9.207
H37 5.209 8.142 -8.201
H38 2.471 6.039 -9.655
H39 3.587 4.889 -10.278
H40 3.755 6.475 -10.924
C19 0.405 -7.439 -9.247
C20 1.174 -6.232 -9.741
C21 0.906 -4.984 -8.833
C22 1.510 -5.144 -7.419
N4 1.768 -3.829 -6.552
C23 0.447 -3.056 -6.429
C24 -0.305 -3.815 -5.390
C25 0.739 -4.367 -4.392
C26 2.114 -4.352 -5.148
C27 2.903 -3.070 -7.337
H41 0.732 -7.840 -8.287
H42 0.422 -8.170 -10.055
H43 -0.630 -7.119 -9.125
H44 0.793 -6.012 -10.738
H45 2.225 -6.468 -9.906
H46 -0.158 -4.771 -8.731
H47 1.405 -4.105 -9.241
H48 2.520 -5.539 -7.528
H49 0.898 -5.826 -6.828
H50 0.737 -2.046 -6.142
H51 -0.097 -2.983 -7.372
H52 -0.966 -3.050 -4.983
H53 -1.042 -4.546 -5.723
H54 0.795 -3.681 -3.547
H55 0.511 -5.371 -4.033
H56 2.719 -3.547 -4.729
H57 2.706 -5.267 -5.117
H58 3.842 -3.619 -7.405
H59 3.185 -2.259 -6.665
H60 2.535 -2.714 -8.299
C28 -0.824 -7.573 10.420
C29 0.202 -7.480 9.335
C30 -0.433 -7.890 7.992
C31 0.645 -7.938 6.905
N5 -0.068 -8.184 5.542
C32 1.052 -8.135 4.454
C33 0.356 -7.771 3.142
C34 -0.705 -6.722 3.599
C35 -1.108 -7.135 5.059
C36 -0.642 -9.512 5.597
H61 -1.600 -6.809 10.389
H62 -0.324 -7.595 11.388
H63 -1.362 -8.518 10.338
H64 0.896 -8.267 9.629
H65 0.630 -6.478 9.349
H66 -1.327 -7.316 7.748
H67 -0.893 -8.840 8.262
H68 1.299 -8.787 7.105
H69 1.207 -7.004 6.924
H70 1.673 -9.025 4.561
H71 1.717 -7.314 4.721
H72 -0.115 -8.640 2.681
H73 1.075 -7.318 2.460
H74 -1.568 -6.824 2.942
H75 -0.305 -5.708 3.637
H76 -2.105 -7.577 5.063
H77 -1.268 -6.321 5.766
H78 -1.309 -9.582 6.456
H79 0.145 -10.265 5.631
H80 -1.203 -9.595 4.666
C37 0.680 -1.617 5.067
C38 1.955 -2.239 5.675
C39 3.052 -2.609 4.608
C40 3.760 -1.475 3.800
N6 4.832 -1.913 2.736
C41 4.179 -2.862 1.660
C42 5.000 -4.189 1.682
C43 6.342 -3.673 2.121
C44 6.047 -2.678 3.186
C45 5.339 -0.618 2.043
H81 1.000 -0.698 4.575
H82 -0.034 -1.182 5.765
H83 0.187 -2.153 4.256
H84 1.708 -3.222 6.077
H85 2.429 -1.791 6.548
H86 2.704 -3.402 3.945
H87 3.886 -3.038 5.164
H88 4.359 -0.809 4.421
H89 3.162 -0.760 3.235
H90 4.282 -2.359 0.699
H91 3.112 -2.847 1.884
H92 4.891 -4.736 0.745
H93 4.531 -4.788 2.462
H94 6.889 -3.310 1.251
H95 7.029 -4.414 2.531
H96 6.840 -1.988 3.473
H97 5.881 -3.179 4.140
H98 6.112 -0.788 1.295
H99 5.840 0.002 2.787
H100 4.484 -0.125 1.579
C46 4.544 10.551 9.725
C47 4.347 9.162 10.370
C48 4.428 7.973 9.303
C49 3.546 8.162 7.979
N7 3.349 6.811 7.282
C50 2.345 6.995 6.103
C51 1.905 5.541 5.753
C52 1.984 4.774 7.096
C53 2.702 5.681 8.126
C54 4.652 6.377 6.624
H101 5.256 10.537 8.899
H102 4.953 11.294 10.409
H103 3.573 10.911 9.384
H104 3.349 9.173 10.809
H105 5.171 8.995 11.063
H106 4.088 7.112 9.878
H107 5.433 7.633 9.052
H108 4.062 8.875 7.336
H109 2.539 8.474 8.258
H110 2.877 7.503 5.299
H111 1.582 7.606 6.587
H112 2.660 5.099 5.103
H113 1.004 5.454 5.146
H114 2.406 3.774 6.997
H115 0.967 4.593 7.443
H116 3.425 5.271 8.832
H117 2.006 6.151 8.821
H118 4.973 7.256 6.065
H119 4.519 5.405 6.149
H120 5.409 6.129 7.368
C55 -7.167 3.042 5.919
C56 -6.220 1.895 5.539
C57 -7.029 0.941 4.654
C58 -6.057 0.019 3.787
N8 -6.666 -1.117 2.924
C59 -7.968 -0.635 2.153
C60 -8.032 -1.529 0.887
C61 -6.638 -2.162 0.705
C62 -5.742 -1.450 1.714
C63 -6.959 -2.382 3.813
H121 -7.528 3.549 5.025
H122 -6.659 3.732 6.593
H123 -7.979 2.603 6.499
H124 -5.738 1.331 6.338
H125 -5.351 2.342 5.057
H126 -7.744 1.462 4.016
H127 -7.672 0.288 5.244
H128 -5.359 -0.491 4.450
H129 -5.465 0.620 3.096
H130 -8.778 -0.758 2.873
H131 -7.725 0.413 1.977
H132 -8.748 -2.342 1.012
H133 -8.494 -0.932 0.101
H134 -6.713 -3.214 0.979
H135 -6.270 -1.997 -0.308
H136 -4.899 -1.968 2.172
H137 -5.418 -0.569 1.161
H138 -7.866 -2.168 4.377
H139 -6.160 -2.663 4.499
H140 -7.144 -3.223 3.144